1.
Formula: C21H34F9MnNO5SSi3
Source: the OMol25 dataset
Level of theory: ωB97M-V/def2-TZVPD

Each line ends with the Löwdin spin population.
Geometry (Å):
Mn1 -0.486 0.246 0.361  2.052
O1 1.015 0.945 1.445  0.002
N1 1.287 2.233 1.336  -0.003
C1 2.079 2.697 2.284  0.001
C2 2.580 3.957 2.220  0.000
C3 2.322 4.753 1.090  0.002
C4 1.588 4.191 0.017  -0.001
C5 0.988 2.914 0.200  -0.002
S1 -0.140 2.244 -0.972  -0.029
H1 2.233 1.986 3.080  0.000
H2 3.097 4.394 3.053  0.000
H3 2.683 5.764 0.929  0.000
H4 1.260 4.738 -0.877  -0.001
C6 -3.172 -0.920 -0.857  0.000
O2 -1.725 -0.831 -0.997  -0.011
Si1 -0.708 -2.083 -1.414  -0.006
C7 -1.113 -3.684 -0.439  0.000
C8 -1.113 -2.503 -3.228  0.000
C9 0.724 -0.966 -0.963  -0.059
Si2 2.000 -1.925 -0.029  -0.005
C10 1.619 -2.439 1.757  -0.001
C11 3.563 -0.949 -0.085  0.001
C12 2.580 -3.551 -0.890  -0.003
Si3 1.449 -0.214 -2.548  -0.005
C13 0.240 0.515 -3.766  0.001
C14 2.841 1.014 -2.432  0.001
C15 2.223 -1.589 -3.628  -0.005
H5 -3.542 -0.535 -1.748  0.000
H6 -3.550 -0.549 0.111  0.000
H7 -3.515 -2.006 -0.814  0.000
H8 -1.135 -3.667 0.672  0.000
H9 -0.463 -4.508 -0.712  0.000
H10 -2.131 -3.978 -0.680  0.000
H11 -2.197 -2.606 -3.316  0.000
H12 -0.682 -3.427 -3.639  0.000
H13 -0.648 -1.818 -3.982  0.000
H14 1.515 -1.576 2.429  0.000
H15 2.531 -2.940 2.049  0.000
H16 0.675 -3.078 1.789  0.000
H17 3.279 0.055 0.176  0.000
H18 4.031 -0.882 -1.008  0.000
H19 4.258 -1.336 0.634  0.000
H20 2.963 -4.216 -0.124  0.000
H21 3.356 -3.402 -1.663  0.000
H22 1.884 -4.062 -1.541  0.000
H23 -0.854 0.300 -3.730  0.000
H24 0.308 0.266 -4.845  0.000
H25 0.247 1.583 -3.706  0.000
H26 2.763 1.580 -3.361  0.000
H27 3.757 0.412 -2.511  0.000
H28 2.699 1.578 -1.599  0.000
H29 1.620 -2.472 -3.936  0.000
H30 3.100 -1.958 -3.158  0.000
H31 2.386 -1.167 -4.618  -0.001
C16 -3.253 2.931 0.361  0.002
C17 -2.736 2.207 1.619  0.007
O3 -1.894 1.196 1.345  0.052
C18 -2.071 3.304 2.485  0.002
F1 -1.868 2.984 3.764  0.000
F2 -0.866 3.798 2.010  0.000
F3 -2.831 4.413 2.472  0.001
C19 -3.873 1.634 2.487  0.000
F4 -4.609 2.606 3.063  0.000
F5 -4.722 0.948 1.715  0.000
F6 -3.397 0.852 3.502  0.000
H32 -2.376 3.384 -0.099  0.000
H33 -3.949 3.693 0.640  0.000
H34 -3.685 2.141 -0.287  0.000
F7 -2.359 -2.207 4.658  0.000
C20 -1.357 -1.872 3.909  -0.001
F8 -0.444 -2.909 4.018  0.000
F9 -0.755 -0.807 4.437  0.000
C21 -1.786 -1.698 2.350  0.002
O4 -2.935 -1.958 2.036  0.008
O5 -0.802 -1.171 1.697  -0.002

Output
* 2S+1: 3
* LUMO level (spin up / spin down): 0.0935 / 0.0933 hartree
* DFT total energy: -4568.22027 a.u.
* <S²>: 2.051
* charge: -1
* HOMO-LUMO gap (spin up / spin down): 7.8931 / 7.9096 eV

=====

2.
Formula: C21H34IrN2O3S3
Source: the OMol25 dataset
Level of theory: ωB97M-V/def2-TZVPD

Each line ends with the natural charge from an NBO analysis.
Geometry (Å):
Ir1 0.539 0.804 -0.499  0.744
C1 3.101 2.931 -0.002  -0.526
C2 3.705 1.538 -0.065  -0.559
S1 2.723 0.355 -1.039  0.537
C3 2.858 0.961 -2.766  -0.553
C4 1.987 2.162 -3.100  -0.555
S2 0.291 1.871 -2.491  0.606
C5 -0.268 3.505 -1.917  -0.556
C6 0.656 4.146 -0.894  -0.528
S3 1.273 2.865 0.279  0.410
H1 3.303 3.520 -0.892  0.242
H2 3.505 3.477 0.851  0.275
H3 3.748 1.083 0.925  0.249
H4 4.725 1.562 -0.451  0.286
H5 2.568 0.093 -3.361  0.274
H6 3.912 1.152 -2.969  0.282
H7 1.915 2.299 -4.179  0.290
H8 2.378 3.078 -2.668  0.231
H9 -1.235 3.267 -1.470  0.272
H10 -0.452 4.140 -2.784  0.288
H11 0.130 4.903 -0.316  0.284
H12 1.518 4.627 -1.350  0.250
C7 -0.405 -5.899 -2.233  -0.266
O1 -1.646 -5.182 -2.312  -0.428
C8 -1.701 -3.913 -1.985  0.456
C9 -2.984 -3.314 -2.126  -0.261
C10 -3.141 -2.003 -1.839  -0.104
C11 -2.065 -1.184 -1.359  -0.364
C12 -2.343 0.156 -1.029  0.580
C13 -3.690 0.760 -1.312  -0.709
O2 -1.531 0.988 -0.468  -0.728
C14 -0.776 -1.812 -1.229  0.519
O3 0.302 -1.184 -0.798  -0.770
C15 -0.615 -3.158 -1.542  -0.438
H13 -0.652 -6.929 -2.469  0.239
H14 0.004 -5.840 -1.225  0.188
H15 0.300 -5.508 -2.966  0.199
H16 -3.801 -3.929 -2.475  0.263
H17 -4.118 -1.564 -1.962  0.237
H18 -3.981 0.594 -2.349  0.265
H19 -3.660 1.826 -1.108  0.243
H20 -4.463 0.312 -0.685  0.264
H21 0.375 -3.582 -1.466  0.246
C16 1.162 -0.511 4.000  -0.250
C17 1.418 -0.023 2.557  -0.252
N1 0.151 0.169 1.818  -0.445
C18 -0.645 1.226 2.486  -0.268
C19 -0.855 0.901 3.980  -0.247
N2 -0.317 -0.475 4.236  -0.327
C20 -0.995 -1.457 3.331  -0.248
C21 -0.614 -1.101 1.879  -0.268
H22 1.634 0.126 4.746  0.254
H23 1.490 -1.537 4.159  0.251
H24 2.022 -0.750 2.015  0.243
H25 1.948 0.931 2.576  0.221
H26 -1.594 1.306 1.960  0.255
H27 -0.120 2.173 2.400  0.239
H28 -1.907 0.899 4.260  0.255
H29 -0.321 1.585 4.637  0.246
H30 -0.504 -0.727 5.208  0.465
H31 -2.065 -1.385 3.517  0.248
H32 -0.659 -2.453 3.614  0.253
H33 -1.512 -0.990 1.277  0.250
H34 -0.003 -1.883 1.436  0.254

Output
* LUMO level: -0.3265 hartree
* DFT total energy: -2453.84416 a.u.
* charge: +3
* ΔE to the lowest compared entry with this formula, charge and spin: 3.54 kcal per mole
* HOMO-LUMO gap: 7.2198 eV

=====

3.
Formula: C21H34N2O4S
Source: the OMol25 dataset
Level of theory: ωB97M-V/def2-TZVPD

Each line ends with the natural charge from an NBO analysis.
Geometry (Å):
C1 -5.300 -0.516 -4.964  -0.597
H1 -4.794 -1.449 -5.203  0.201
C2 -4.460 0.316 -4.002  -0.392
H2 -4.975 1.256 -3.791  0.195
C3 -4.203 -0.425 -2.693  -0.407
C4 -3.368 0.409 -1.727  -0.057
O1 -3.209 -0.334 -0.536  -0.500
C5 -2.378 0.159 0.422  0.300
C6 -2.103 -0.692 1.493  -0.250
C7 -1.242 -0.302 2.495  -0.205
C8 -0.635 0.950 2.461  -0.072
C9 -0.937 1.802 1.411  -0.191
C10 -1.805 1.424 0.403  -0.247
H3 -2.001 2.113 -0.403  0.211
H4 -0.472 2.776 1.365  0.211
C11 0.447 1.322 3.450  -0.051
N1 1.645 0.563 3.066  -0.626
C12 1.915 -0.712 3.400  0.695
O2 1.412 -1.312 4.330  -0.651
C13 3.006 -1.416 2.563  -0.310
C14 3.330 -0.761 1.220  -0.238
N2 2.138 -0.757 0.408  -0.705
S1 1.839 0.537 -0.560  2.336
O3 0.545 0.366 -1.146  -0.943
O4 2.086 1.697 0.255  -0.971
C15 3.094 0.473 -1.891  -0.645
C16 2.578 1.218 -3.107  -0.410
C17 2.422 2.705 -2.819  -0.610
H5 2.009 3.218 -3.684  0.214
H6 3.383 3.153 -2.576  0.203
H7 1.753 2.847 -1.974  0.221
H8 3.262 1.067 -3.947  0.211
H9 1.608 0.795 -3.372  0.226
H10 3.251 -0.582 -2.099  0.231
H11 3.995 0.921 -1.482  0.235
C18 1.646 -2.068 0.066  -0.225
C19 1.322 -2.830 1.349  -0.412
C20 2.528 -2.850 2.289  -0.398
H12 3.342 -3.428 1.843  0.195
H13 2.248 -3.315 3.234  0.245
H14 1.021 -3.849 1.100  0.217
H15 0.489 -2.334 1.846  0.224
H16 2.399 -2.621 -0.521  0.167
H17 0.752 -1.920 -0.540  0.242
H18 4.127 -1.341 0.727  0.189
H19 3.676 0.267 1.326  0.231
H20 3.910 -1.448 3.181  0.236
H21 1.998 0.906 2.183  0.421
C21 0.051 1.146 4.910  -0.613
H22 -0.191 0.113 5.132  0.239
H23 -0.815 1.771 5.118  0.210
H24 0.872 1.450 5.554  0.213
H25 0.715 2.374 3.288  0.203
H26 -1.023 -0.982 3.305  0.227
H27 -2.566 -1.667 1.505  0.219
H28 -2.384 0.630 -2.162  0.179
H29 -3.882 1.359 -1.517  0.166
H30 -3.679 -1.361 -2.891  0.203
H31 -5.152 -0.669 -2.212  0.204
H32 -3.504 0.561 -4.471  0.194
H33 -6.264 -0.753 -4.519  0.202
H34 -5.473 0.028 -5.889  0.208

Output
* LUMO level: 0.0148 hartree
* DFT total energy: -1629.28243 a.u.
* SMILES: CCCCOc1ccc([C@@H](C)NC(=O)[C@H]2CCCN(S(=O)(=O)CCC)C2)cc1
* charge: 0
* ΔE to the lowest compared entry with this formula, charge and spin: 1.07 kcal per mole
* HOMO-LUMO gap: 8.4152 eV

=====

4.
Formula: C21H34N4OS
Source: the OMol25 dataset
Level of theory: ωB97M-V/def2-TZVPD

Each line ends with the natural charge from an NBO analysis.
Geometry (Å):
C1 -1.112 3.551 -2.413  -0.737
H1 -0.987 4.478 -2.966  0.213
H2 -1.991 3.023 -2.767  0.234
H3 -1.204 3.750 -1.349  0.209
S1 0.307 2.467 -2.723  0.174
C2 1.663 3.547 -2.163  -0.542
H4 1.481 4.524 -2.612  0.219
H5 2.566 3.129 -2.603  0.227
C3 1.814 3.700 -0.639  -0.038
N1 2.320 2.572 0.103  -0.475
C4 3.452 1.830 -0.400  -0.216
C5 3.062 0.582 -1.203  -0.416
H6 2.525 0.872 -2.106  0.193
H7 3.959 0.037 -1.500  0.216
C6 2.168 -0.334 -0.356  -0.028
N2 1.925 -1.573 -1.068  -0.465
C7 1.816 -2.788 -0.297  -0.203
C8 0.394 -3.101 0.187  -0.403
H8 0.063 -2.331 0.886  0.196
H9 0.389 -4.058 0.713  0.215
C9 -0.549 -3.167 -1.021  -0.320
C10 -1.965 -3.477 -0.555  0.701
O1 -2.515 -4.539 -0.765  -0.634
N3 -2.564 -2.467 0.114  -0.630
H10 -2.028 -1.667 0.418  0.419
C11 -3.794 -2.647 0.842  -0.260
C12 -3.678 -2.076 2.230  0.214
N4 -2.629 -1.297 2.465  -0.464
C13 -2.489 -0.760 3.665  0.051
C14 -3.385 -0.966 4.700  -0.268
C15 -4.485 -1.776 4.457  -0.158
C16 -4.638 -2.341 3.204  -0.246
H11 -5.478 -2.978 2.976  0.221
H12 -5.210 -1.965 5.235  0.219
H13 -3.229 -0.509 5.664  0.222
H14 -1.613 -0.137 3.794  0.193
H15 -4.018 -3.718 0.873  0.245
H16 -4.623 -2.146 0.320  0.205
C17 -0.453 -1.869 -1.826  -0.403
C18 1.011 -1.571 -2.189  -0.219
H17 1.358 -2.344 -2.887  0.189
H18 1.069 -0.609 -2.699  0.210
H19 -0.863 -1.038 -1.254  0.196
H20 -1.034 -1.961 -2.745  0.215
H21 -0.236 -4.003 -1.657  0.222
H22 2.150 -3.612 -0.941  0.186
H23 2.497 -2.731 0.554  0.199
C19 0.944 0.479 0.094  -0.463
C20 1.413 1.732 0.845  -0.196
H24 0.550 2.327 1.155  0.197
H25 1.941 1.413 1.755  0.179
H26 0.366 0.780 -0.779  0.222
H27 0.309 -0.108 0.759  0.202
H28 2.737 -0.608 0.543  0.188
H29 4.076 2.491 -1.003  0.199
H30 4.046 1.513 0.467  0.188
C21 2.724 4.914 -0.381  -0.610
H31 2.885 5.020 0.688  0.220
H32 2.271 5.825 -0.761  0.202
H33 3.689 4.780 -0.862  0.200
H34 0.829 3.934 -0.218  0.195

Output
* LUMO level: 0.0231 hartree
* DFT total energy: -1513.06435 a.u.
* SMILES: CSC[C@H](C)N1CCC(N2CCC(C(=O)NCc3ccccn3)CC2)CC1
* charge: 0
* ΔE to the lowest compared entry with this formula, charge and spin: 6.91 kcal per mole
* HOMO-LUMO gap: 8.4059 eV